# 1
112
Properties=species:S:1:pos:R:3:lowdin_charge:R:1 method="wB97M-V/def2-TZVPD" charge=+2 homo_lumo_gap_ha=0.1918 lumo_energy_ha=-0.2738
W 0.200 0.078 0.138 1.627
O 2.704 -1.376 -3.212 0.075
C 1.719 -1.580 -4.119 -0.238
C 2.142 -2.049 -5.359 0.007
C 1.227 -2.286 -6.362 -0.039
C -0.138 -2.066 -6.155 -0.064
C -0.566 -1.607 -4.934 -0.024
C 0.346 -1.352 -3.895 -0.084
C -0.174 -0.878 -2.617 -0.403
O 0.709 -0.512 -1.666 -0.381
N -1.424 -0.846 -2.352 0.113
N -1.629 -0.473 -1.031 -0.110
C -2.824 -0.763 -0.646 -0.028
C -3.294 -0.744 0.704 -0.142
C -4.602 -1.123 1.022 0.008
C -4.992 -1.178 2.344 -0.034
C -4.077 -0.864 3.355 -0.018
C -2.785 -0.470 3.056 0.013
C -2.418 -0.408 1.722 -0.324
O -1.181 -0.028 1.398 -0.409
H 2.337 -1.047 -2.384 0.049
H 3.202 -2.223 -5.503 0.130
H 1.575 -2.654 -7.321 0.119
H -0.851 -2.256 -6.947 0.113
H -1.619 -1.433 -4.749 0.119
H -3.487 -1.122 -1.426 0.155
H -5.291 -1.387 0.227 0.131
H -6.000 -1.477 2.599 0.120
H -4.381 -0.928 4.393 0.124
H -2.062 -0.229 3.823 0.131
C -2.834 2.768 1.729 -0.006
C -1.790 2.619 2.811 -0.226
C -2.161 2.753 4.143 -0.033
C -1.206 2.788 5.147 -0.040
C 0.140 2.752 4.817 -0.021
C 0.556 2.618 3.496 -0.261
C 2.021 2.737 3.157 -0.052
C -0.431 2.474 2.521 -0.241
N -0.083 2.291 1.118 0.073
C -0.068 3.347 0.414 -0.259
C -0.218 4.741 0.941 0.026
C 0.048 3.170 -1.075 -0.237
C 0.121 4.412 -1.915 0.037
N -0.006 1.975 -1.508 0.120
C -0.093 1.812 -2.954 -0.212
C -1.374 1.833 -3.513 -0.212
C -2.643 1.963 -2.700 -0.027
C -1.483 1.741 -4.894 -0.025
C -0.358 1.639 -5.694 -0.039
C 0.902 1.645 -5.115 -0.020
C 1.063 1.737 -3.737 -0.206
C 2.451 1.840 -3.163 0.003
H -3.835 2.616 2.133 0.098
H -2.695 2.087 0.896 0.057
H -2.808 3.783 1.316 0.091
H -3.213 2.859 4.388 0.125
H -1.508 2.888 6.182 0.118
H 0.890 2.859 5.593 0.124
H 2.612 2.839 4.067 0.096
H 2.208 3.626 2.545 0.090
H 2.407 1.885 2.603 -0.002
H -0.420 4.761 2.005 0.100
H -1.016 5.263 0.409 0.108
H 0.703 5.298 0.747 0.112
H 0.737 5.169 -1.430 0.097
H -0.885 4.833 -2.024 0.120
H 0.504 4.213 -2.908 0.097
H -3.301 1.113 -2.896 0.084
H -3.188 2.864 -2.991 0.097
H -2.468 2.007 -1.627 0.049
H -2.471 1.755 -5.343 0.129
H -0.461 1.560 -6.769 0.122
H 1.786 1.591 -5.739 0.128
H 3.189 1.811 -3.963 0.101
H 2.677 1.035 -2.468 0.054
H 2.587 2.780 -2.619 0.086
Se 0.253 -2.565 0.197 0.646
P 1.118 -2.524 2.207 0.338
Se 1.316 -0.412 2.664 0.686
C 0.094 -3.432 3.359 -0.401
C 0.680 -3.830 4.565 -0.070
C -0.074 -4.518 5.500 -0.049
C -1.406 -4.817 5.234 -0.047
C -1.987 -4.424 4.036 -0.057
C -1.240 -3.729 3.093 -0.104
C 2.706 -3.336 2.179 -0.432
C 2.747 -4.671 1.758 -0.082
C 3.956 -5.340 1.736 -0.048
C 5.120 -4.683 2.129 -0.044
C 5.078 -3.360 2.543 -0.053
C 3.867 -2.675 2.566 -0.105
H 1.722 -3.608 4.770 0.117
H 0.379 -4.834 6.431 0.118
H -1.988 -5.369 5.962 0.118
H -3.022 -4.667 3.829 0.114
H -1.694 -3.436 2.154 0.071
H 1.839 -5.183 1.456 0.115
H 3.996 -6.375 1.416 0.119
H 6.066 -5.211 2.112 0.118
H 5.987 -2.855 2.845 0.117
H 3.829 -1.640 2.879 0.070
F 6.309 1.419 -0.369 0.100
C 4.998 1.212 -0.240 -0.263
C 4.160 2.290 -0.063 0.019
C 2.798 2.059 0.069 -0.153
C 2.256 0.789 0.032 -0.373
C 3.150 -0.280 -0.140 -0.184
C 4.510 -0.081 -0.287 0.028
H 4.569 3.292 -0.034 0.135
H 2.171 2.926 0.193 0.080
H 2.803 -1.301 -0.181 0.059
H 5.186 -0.914 -0.433 0.138

=====

# 2
109
Properties=species:S:1:pos:R:3:lowdin_charge:R:1 method="wB97M-V/def2-TZVPD" homo_lumo_gap_ha=0.2459 lumo_energy_ha=0.0030
Ca -1.507 -0.234 0.078 1.386
C -1.381 -2.638 -1.391 -0.283
C -2.300 -2.953 -0.363 -0.272
C -3.388 -2.049 -0.448 -0.306
C -3.150 -1.182 -1.545 -0.353
C -1.910 -1.549 -2.128 -0.326
C -1.294 -0.898 -3.333 -0.044
C -4.091 -0.144 -2.092 -0.054
C -4.612 -2.096 0.414 -0.048
C -2.281 -4.138 0.550 -0.050
C -0.132 -3.383 -1.750 -0.050
H -0.463 -0.209 -3.129 0.057
H -2.037 -0.316 -3.881 0.074
H -0.893 -1.636 -4.035 0.075
H -3.582 0.770 -2.414 0.063
H -4.832 0.173 -1.354 0.058
H -4.645 -0.511 -2.963 0.082
H -4.388 -2.038 1.485 0.070
H -5.178 -3.022 0.263 0.080
H -5.294 -1.272 0.198 0.059
H -2.522 -3.880 1.585 0.066
H -1.311 -4.637 0.567 0.058
H -3.020 -4.886 0.240 0.081
H 0.650 -2.712 -2.119 0.052
H -0.296 -4.128 -2.535 0.083
H 0.288 -3.918 -0.895 0.058
C -7.076 3.365 -0.266 -0.054
C -5.859 2.721 0.337 -0.283
C -5.965 1.775 1.358 -0.040
C -4.860 1.145 1.887 -0.038
C -3.548 1.420 1.454 -0.266
N -2.423 0.742 1.909 -0.083
C -2.276 0.417 3.237 -0.246
C -2.904 1.122 4.278 -0.028
C -2.687 0.849 5.615 -0.051
C -1.797 -0.135 6.027 -0.290
C -1.507 -0.391 7.479 -0.061
C -1.144 -0.833 5.021 -0.002
C -1.381 -0.595 3.674 -0.103
N -0.628 -1.465 2.782 -0.066
C -0.281 -2.746 3.022 -0.073
C 0.610 -3.148 2.059 -0.056
C 0.749 -2.027 1.233 -0.211
N 0.026 -1.008 1.677 -0.045
C -3.461 2.381 0.426 -0.141
C -4.584 2.998 -0.119 0.002
N -2.200 2.829 -0.119 -0.088
C -1.770 4.099 -0.164 -0.057
C -0.615 4.136 -0.911 -0.045
C -0.408 2.804 -1.279 -0.139
N -1.361 2.009 -0.813 -0.006
H -7.893 3.405 0.454 0.075
H -7.440 2.818 -1.138 0.081
H -6.871 4.387 -0.587 0.076
H -6.947 1.516 1.737 0.115
H -4.993 0.398 2.660 0.118
H -3.581 1.923 4.012 0.108
H -3.210 1.437 6.362 0.111
H -2.326 -0.046 8.110 0.073
H -0.605 0.127 7.812 0.079
H -1.363 -1.454 7.680 0.074
H -0.404 -1.579 5.286 0.115
H -0.716 -3.267 3.857 0.130
H 1.065 -4.116 1.944 0.106
H 1.344 -1.900 0.340 0.067
H -4.427 3.706 -0.925 0.127
H -2.336 4.869 0.334 0.132
H 0.001 4.988 -1.134 0.097
H 0.394 2.373 -1.859 0.083
I 4.264 -0.866 1.903 1.034
C 5.547 -1.775 0.546 -0.635
C 6.285 -2.791 1.091 -0.183
C 7.362 -3.379 0.395 -0.075
C 7.712 -2.873 -0.814 -0.039
C 6.961 -1.827 -1.411 -0.165
C 7.413 -1.316 -2.658 -0.033
C 6.732 -0.328 -3.287 -0.059
C 5.508 0.111 -2.731 -0.099
C 5.006 -0.363 -1.547 -0.295
P 3.222 0.010 -1.188 1.042
C 2.587 0.316 -2.874 -0.401
C 2.253 1.577 -3.364 -0.120
C 1.689 1.732 -4.627 -0.077
C 1.467 0.623 -5.426 -0.084
C 1.793 -0.641 -4.949 -0.092
C 2.331 -0.794 -3.685 -0.120
C 3.241 1.671 -0.436 -0.435
C 4.145 2.678 -0.774 -0.092
C 4.116 3.902 -0.126 -0.076
C 3.184 4.132 0.881 -0.082
C 2.286 3.136 1.235 -0.078
C 2.322 1.913 0.579 -0.162
C 5.801 -1.303 -0.789 -0.194
H 6.067 -3.119 2.098 0.076
H 7.924 -4.185 0.848 0.106
H 8.571 -3.252 -1.354 0.112
H 8.319 -1.731 -3.083 0.113
H 7.078 0.082 -4.226 0.107
H 4.918 0.806 -3.312 0.097
H 2.432 2.454 -2.756 0.089
H 1.427 2.722 -4.977 0.105
H 1.030 0.739 -6.409 0.104
H 1.602 -1.514 -5.561 0.108
H 2.554 -1.791 -3.322 0.103
H 4.891 2.496 -1.539 0.100
H 4.825 4.673 -0.397 0.103
H 3.168 5.083 1.397 0.102
H 1.560 3.303 2.020 0.110
H 1.638 1.122 0.870 0.072

=====

Computed values of HOMO (unit: Ha) for the preceding records, in sequence: -0.4655, -0.2429.
Computed values of calculated total energy (unit: Eh) for the preceding records, in sequence: -7765.8448, -3601.4562.
Computed values of relative energy (zero: lowest compared OMol25 entry of this formula, charge and spin) (unit: kcal per mole) for the preceding records, in sequence: 17.72, 6.35.